Record 1
Here is a cluster of 2 separate species, C3H7I2P in total in a non-equilibrium geometry from OMol25. Energies are from ωB97M-V/def2-TZVPD.

Geometry as XYZ:
```
13
Properties=species:S:1:pos:R:3:lowdin_charge:R:1
C 2.021 0.310 -0.494 -0.137
C 0.590 0.054 -0.004 -0.406
C -0.497 0.625 -0.757 -0.044
P -3.125 -0.045 1.052 -0.204
I -3.427 -2.177 -0.215 0.129
I -1.940 -0.725 3.058 0.181
H 2.731 -0.389 0.097 0.101
H 2.102 0.137 -1.559 0.056
H 2.269 1.415 -0.279 0.093
H 0.631 -1.026 -0.119 0.099
H 0.747 0.300 1.036 0.079
H -1.072 1.570 -0.468 0.059
H -1.030 -0.049 -1.348 -0.007
```

E: -1055.15835 hartree
2S+1: 1
energy above the lowest of the compared OMol25 structures with the same formula, charge and spin: 54.62 kcal per mole
LUMO energy (alpha / beta): -1.64 / -0.67 eV
gap between HOMO and LUMO (alpha / beta): 0.24139 / 0.27995 hartree
HOMO (alpha / beta): -8.2 / -8.3 eV

***

Record 2
Here is the molecule C4H5NO3 in a non-equilibrium geometry from OMol25. Energies are from ωB97M-V/def2-TZVPD.

Geometry as XYZ:
```
13
Properties=species:S:1:pos:R:3:lowdin_charge:R:1
C -1.949 0.128 -0.061 -0.161
O -1.203 -1.164 0.192 0.107
C -0.061 -0.653 0.158 -0.435
N 1.025 -1.215 -0.341 0.127
O 2.069 -0.391 0.112 -0.152
C 1.480 1.005 -0.070 -0.073
C -0.020 0.841 0.404 -0.272
O -1.064 1.038 -0.399 -0.001
H -2.619 0.350 0.784 0.144
H -2.620 -0.253 -0.967 0.188
H 1.399 1.326 -1.185 0.136
H 1.903 2.124 0.403 0.181
H -0.342 1.164 1.537 0.211
```

E: -435.68955 hartree
2S+1: 1
energy above the lowest of the compared OMol25 structures with the same formula, charge and spin: 144.92 kcal per mole
LUMO energy: 0.67 eV
gap between HOMO and LUMO: 0.35842 hartree
HOMO: -9.1 eV

***

Record 3
Here is a structure of composition C2H4Br3OV in a non-equilibrium geometry from OMol25. Energies are from ωB97M-V/def2-TZVPD.

Geometry as XYZ:
```
11
Properties=species:S:1:pos:R:3:lowdin_charge:R:1
O -1.716 -4.279 -2.944 -0.463
V -2.413 -2.827 -2.909 0.728
Br -0.295 -1.196 -2.459 -0.159
Br 1.015 2.665 -0.511 0.634
C 1.082 1.609 1.095 -0.718
C 0.048 0.512 0.957 -0.684
Br 0.112 -0.738 2.521 0.539
H 0.783 2.313 1.871 0.049
H 2.094 1.253 1.288 0.061
H 0.269 -0.186 0.150 -0.040
H -0.980 0.874 0.943 0.054
```

E: -8819.85792 hartree
2S+1: 3
LUMO energy (alpha / beta): -2.10 / -2.16 eV
gap between HOMO and LUMO (alpha / beta): 0.27011 / 0.27419 hartree
HOMO (alpha / beta): -9.5 / -9.6 eV

***

Record 4
Here is a cluster of 4 separate species, C16H26BrF3N3O10P in total in a non-equilibrium geometry from OMol25. Energies are from ωB97M-V/def2-TZVPD.

Geometry as XYZ:
```
60
Properties=species:S:1:pos:R:3:lowdin_charge:R:1
C 5.017 -1.671 0.211 -0.160
N 3.715 -1.615 -0.556 -0.127
C 3.150 -0.216 -0.664 -0.185
C 1.835 0.040 0.322 -0.252
C 2.367 -0.274 1.860 -0.120
N 2.707 -0.320 3.127 0.141
C 0.505 -0.816 -0.110 -0.431
C 0.624 -1.594 -1.555 -0.143
N 1.066 -2.277 -2.586 0.128
P -0.064 -2.118 1.178 0.631
O -1.465 -3.031 0.585 -0.400
Br -0.867 -1.095 3.085 0.249
C 1.402 1.651 0.216 -0.176
F 0.278 2.006 1.132 -0.035
F 2.515 2.577 0.532 0.039
F 0.946 1.901 -1.190 0.013
H 5.837 -2.263 -0.404 0.090
H 4.891 -2.280 1.229 0.097
H 5.466 -0.633 0.510 0.088
H 3.056 -2.247 -0.008 0.100
H 3.928 0.638 -0.367 0.141
H 2.902 -0.003 -1.812 0.144
H -0.407 -0.054 -0.224 0.132
H -1.610 -2.834 -0.398 0.066
C -2.299 -6.393 2.242 -0.052
O -2.688 -6.674 3.585 -0.010
C -2.407 -5.683 4.468 -0.557
O -1.869 -4.619 4.204 0.087
O -2.827 -6.081 5.695 -0.010
C -2.594 -5.130 6.732 -0.052
H -2.571 -7.252 1.624 0.094
H -2.829 -5.513 1.863 0.092
H -1.215 -6.251 2.176 0.099
H -3.136 -4.200 6.532 0.098
H -1.522 -4.937 6.846 0.099
H -2.969 -5.552 7.668 0.094
C 0.683 4.299 -3.331 -0.049
O 1.844 4.919 -3.882 -0.008
C 2.361 4.277 -4.960 -0.559
O 1.922 3.256 -5.465 0.108
O 3.451 4.968 -5.378 -0.011
C 4.103 4.404 -6.515 -0.053
H 0.356 4.896 -2.475 0.097
H -0.128 4.276 -4.065 0.102
H 0.916 3.290 -2.977 0.072
H 3.428 4.386 -7.377 0.099
H 4.472 3.399 -6.288 0.098
H 4.959 5.037 -6.762 0.094
C -6.075 2.562 -0.773 -0.053
O -4.974 3.411 -0.454 -0.010
C -3.936 2.776 0.146 -0.557
O -3.883 1.586 0.418 0.103
O -2.966 3.693 0.391 -0.001
C -1.804 3.163 1.025 -0.060
H -6.847 3.174 -1.248 0.094
H -5.771 1.783 -1.479 0.098
H -6.498 2.120 0.135 0.099
H -1.328 2.408 0.390 0.072
H -2.055 2.745 2.005 0.107
H -1.096 3.984 1.172 0.103
```

E: -4756.65244 hartree
2S+1: 1
energy above the lowest of the compared OMol25 structures with the same formula, charge and spin: 156.56 kcal per mole
LUMO energy: -0.68 eV
gap between HOMO and LUMO: 0.32448 hartree
HOMO: -9.5 eV

***

Record 5
Here is the molecule C7H12N2 in a non-equilibrium geometry from OMol25. Energies are from ωB97M-V/def2-TZVPD.

Geometry as XYZ:
```
21
Properties=species:S:1:pos:R:3:lowdin_charge:R:1
N 1.448 -0.859 -1.276 0.032
C 1.521 -0.694 0.164 -0.331
C 1.204 0.544 0.814 -0.201
N 0.598 1.443 -0.142 -0.044
C -0.881 1.526 -0.319 -0.175
C -1.217 0.137 -0.525 -0.346
C -2.136 -1.000 -0.314 -0.019
C -1.084 -0.571 0.703 -0.253
C 0.341 -0.770 1.098 -0.105
H 1.418 0.094 -1.580 0.043
H 2.410 -1.172 -1.723 0.133
H 2.342 -1.143 0.614 0.115
H 1.712 0.880 1.794 0.168
H 0.761 2.426 0.031 0.107
H -1.317 1.839 0.721 0.143
H -1.164 2.237 -1.178 0.139
H -0.431 -0.217 -1.196 0.110
H -3.178 -0.861 0.138 0.118
H -2.081 -1.877 -0.943 0.094
H -1.699 -0.023 1.489 0.148
H 0.421 -1.305 2.036 0.123
```

E: -383.25420 hartree
2S+1: 1
energy above the lowest of the compared OMol25 structures with the same formula, charge and spin: 106.06 kcal per mole
LUMO energy: 1.02 eV
gap between HOMO and LUMO: 0.34156 hartree
HOMO: -8.3 eV

***

Record 6
Here is a structure of composition C47H40BiN5OPSe in a non-equilibrium geometry from OMol25. Energies are from ωB97M-V/def2-TZVPD.

Geometry as XYZ:
```
96
Properties=species:S:1:pos:R:3:lowdin_charge:R:1
Bi -0.998 -0.223 0.168 1.532
C 3.029 5.023 -1.837 -0.041
C 2.353 5.737 -0.694 -0.188
C 3.057 6.858 -0.146 -0.026
C 2.518 7.586 0.894 -0.070
C 1.255 7.248 1.394 -0.074
C 0.533 6.201 0.841 -0.050
C 1.070 5.449 -0.214 -0.183
N 0.296 4.296 -0.724 0.132
C -0.126 3.118 -0.097 -0.320
N 0.289 3.043 1.212 0.146
C 0.207 2.006 2.188 -0.192
C -0.689 0.921 2.128 -0.400
C -0.883 0.104 3.198 -0.212
C -0.124 0.262 4.386 -0.082
C 0.833 1.243 4.422 -0.067
C 1.092 2.097 3.357 -0.201
C 2.260 3.015 3.290 -0.057
N -0.716 2.139 -0.782 -0.047
C -0.576 1.967 -2.175 -0.320
C 0.686 1.900 -2.749 -0.056
C 0.832 1.579 -4.117 -0.097
C -0.263 1.479 -4.944 -0.083
C -1.558 1.504 -4.349 -0.053
C -1.748 1.699 -2.999 -0.240
C -3.129 1.809 -2.416 -0.056
H 3.831 4.313 -1.573 0.091
H 3.502 5.795 -2.469 0.089
H 2.356 4.465 -2.493 0.058
H 3.999 7.126 -0.549 0.104
H 3.055 8.420 1.329 0.109
H 0.778 7.770 2.260 0.123
H -0.444 5.924 1.189 0.113
H 0.029 4.346 -1.719 0.153
H 0.664 3.915 1.534 0.100
H -1.653 -0.664 3.228 0.081
H -0.331 -0.429 5.244 0.121
H 1.433 1.447 5.346 0.133
H 3.052 2.712 4.003 0.093
H 2.008 4.040 3.578 0.086
H 2.765 3.103 2.330 0.081
H 1.516 2.016 -2.064 0.108
H 1.855 1.443 -4.470 0.103
H -0.122 1.442 -6.058 0.121
H -2.419 1.307 -5.011 0.123
H -3.493 0.927 -1.856 0.064
H -3.854 2.090 -3.222 0.095
H -3.109 2.688 -1.709 0.087
O -2.175 -1.819 -3.131 0.096
C -1.157 -2.177 -2.595 -0.179
C -0.063 -3.078 -2.680 -0.238
C 0.471 -3.390 -3.908 -0.010
C 1.367 -4.479 -4.064 -0.042
C 1.714 -5.237 -2.951 -0.042
C 1.290 -4.835 -1.646 -0.061
C 0.510 -3.655 -1.484 -0.311
P 0.544 -2.797 0.122 0.933
C -0.031 -4.005 1.330 -0.395
C -0.656 -5.150 0.855 -0.097
C -1.161 -6.101 1.752 -0.050
C -1.277 -5.754 3.099 -0.079
C -0.733 -4.587 3.580 -0.079
C -0.132 -3.713 2.692 -0.119
C 2.318 -2.749 0.290 -0.385
C 3.005 -3.173 1.422 -0.064
C 4.338 -2.710 1.594 -0.095
C 4.964 -1.909 0.696 -0.078
C 4.306 -1.530 -0.538 -0.051
C 3.010 -1.940 -0.669 -0.111
H 0.229 -2.754 -4.727 0.117
H 1.888 -4.612 -5.016 0.116
H 2.350 -6.121 -3.056 0.115
H 1.610 -5.425 -0.782 0.120
H -0.662 -5.393 -0.216 0.096
H -1.432 -7.082 1.412 0.104
H -1.824 -6.390 3.770 0.105
H -0.769 -4.312 4.651 0.123
H 0.514 -2.878 3.011 0.107
H 2.495 -3.840 2.170 0.117
H 4.890 -2.984 2.509 0.115
H 6.017 -1.705 0.878 0.106
H 4.852 -0.935 -1.273 0.108
H 2.475 -1.631 -1.552 0.094
Se -4.069 1.361 1.759 1.107
N -3.305 -0.212 1.132 -0.414
C -4.230 -1.065 0.701 -0.398
C -4.073 -2.285 0.110 -0.064
C -5.107 -3.147 -0.119 -0.042
C -6.404 -2.780 0.326 -0.077
C -6.663 -1.535 0.811 -0.010
C -5.574 -0.611 1.040 -0.387
N -5.710 0.538 1.649 -0.203
H -3.087 -2.683 -0.112 0.086
H -4.954 -4.178 -0.491 0.127
H -7.212 -3.517 0.189 0.119
H -7.616 -1.294 1.374 0.141
```

E: -5121.02484 hartree
2S+1: 1
energy above the lowest of the compared OMol25 structures with the same formula, charge and spin: 5.63 kcal per mole
LUMO energy (alpha / beta): -3.41 / -3.46 eV
gap between HOMO and LUMO (alpha / beta): 0.22297 / 0.16747 hartree
HOMO (alpha / beta): -9.5 / -8.0 eV
total charge: +1

***

Copy entry 2 word for word.
Here is the molecule C4H5NO3 in a non-equilibrium geometry from OMol25. Energies are from ωB97M-V/def2-TZVPD.

Geometry as XYZ:
```
13
Properties=species:S:1:pos:R:3:lowdin_charge:R:1
C -1.949 0.128 -0.061 -0.161
O -1.203 -1.164 0.192 0.107
C -0.061 -0.653 0.158 -0.435
N 1.025 -1.215 -0.341 0.127
O 2.069 -0.391 0.112 -0.152
C 1.480 1.005 -0.070 -0.073
C -0.020 0.841 0.404 -0.272
O -1.064 1.038 -0.399 -0.001
H -2.619 0.350 0.784 0.144
H -2.620 -0.253 -0.967 0.188
H 1.399 1.326 -1.185 0.136
H 1.903 2.124 0.403 0.181
H -0.342 1.164 1.537 0.211
```

E: -435.68955 hartree
2S+1: 1
energy above the lowest of the compared OMol25 structures with the same formula, charge and spin: 144.92 kcal per mole
LUMO energy: 0.67 eV
gap between HOMO and LUMO: 0.35842 hartree
HOMO: -9.1 eV